# 1
A gas-phase ion, C3H7N3O2 (charge +2) at a distorted geometry, computed with ωB97M-V/def2-TZVPD.

Cartesian coordinates (Å):
N -1.751 1.850 0.040
C -1.054 0.742 -0.040
N 0.297 0.691 -0.142
C 0.749 -0.676 -0.511
N 1.939 -1.099 0.342
O -0.318 -1.433 -0.213
C -1.508 -0.739 0.003
O -2.565 -1.188 0.267
H -2.755 1.732 0.028
H -1.383 2.774 0.036
H 0.791 1.541 0.061
H 0.950 -0.869 -1.545
H 1.896 -2.056 0.194
H 1.931 -0.691 1.328
H 2.782 -0.578 0.151

Summary:
Energy above the lowest of the compared OMol25 structures with the same formula, charge and spin in eV: 0.000
Kohn-Sham gap in eV: 10.88
Charge: +2
E_HOMO in eV: -20.583

=====

# 2
A molecular structure, C9H26AsN3Si2W, computed with ωB97M-V/def2-TZVPD.

Cartesian coordinates (Å):
W -1.246 -0.330 -0.178
N -2.866 -0.398 -1.705
C -3.247 -1.791 -2.080
C -3.302 -2.591 -0.803
N -1.968 -2.450 -0.129
H -3.678 0.092 -1.323
H -2.601 0.153 -2.519
H -2.473 -2.174 -2.745
H -4.193 -1.814 -2.617
H -3.539 -3.637 -0.984
H -4.054 -2.192 -0.120
H -1.285 -3.018 -0.628
H -2.009 -2.842 0.809
C -0.013 1.457 2.696
Si 0.116 -0.302 2.182
C -1.265 -1.353 2.868
C 1.774 -1.050 2.423
As 0.873 -0.331 -0.892
Si 2.617 1.506 -1.403
C 4.167 0.540 -1.358
C 2.259 2.621 0.001
C 1.990 2.018 -3.043
H 0.202 1.438 3.774
H -0.990 1.911 2.547
H 0.738 2.079 2.210
H -1.227 -1.080 3.933
H -1.056 -2.420 2.783
H -2.289 -1.141 2.549
H 1.973 -1.156 3.496
H 2.547 -0.397 2.012
H 1.865 -2.038 1.970
H 4.366 0.140 -0.363
H 4.996 1.210 -1.616
H 4.167 -0.271 -2.086
H 2.542 2.181 0.957
H 1.211 2.925 0.012
H 2.864 3.527 -0.131
H 1.946 1.191 -3.752
H 2.685 2.758 -3.456
H 1.011 2.492 -2.959
N -1.963 2.826 -0.170
C -1.646 1.712 -0.163

Summary:
Kohn-Sham gap (alpha / beta) in eV: 7.53 / 7.34
Charge: +2
E_HOMO (alpha / beta) in eV: -15.617 / -15.889
2S+1: 3

=====

# 3
6 unconnected molecules or ions with the total composition H12S6, computed with ωB97M-V/def2-TZVPD.

Cartesian coordinates (Å):
S -3.854 -0.896 0.876
H -4.614 -0.437 -0.124
H -4.489 -0.289 1.879
S -4.835 -3.101 -2.635
H -5.712 -2.326 -1.988
H -4.077 -3.207 -1.537
S 0.631 5.929 -1.157
H -0.197 5.024 -1.698
H 0.858 5.080 -0.150
S 1.910 -6.426 -1.316
H 2.252 -6.915 -0.126
H 0.647 -6.855 -1.365
S 4.005 5.763 -2.711
H 3.348 4.606 -2.599
H 3.013 6.508 -2.229
S 3.512 -0.810 5.026
H 4.396 -1.534 5.724
H 3.205 -0.114 6.129

Summary:
Energy above the lowest of the compared OMol25 structures with the same formula, charge and spin in eV: 0.040
Kohn-Sham gap in eV: 10.00
Charge: 0
E_HOMO in eV: -9.520